## A
Computed, not measured: 2 unconnected molecules or ions with the total composition C5H14NS, with ωB97M-V/def2-TZVPD.

Computed properties:
- charge = +2
- HOMO-LUMO gap (alpha / beta) (Eh) = 0.3892 / 0.2448
- 2S+1 = 2

Each line ends with the Löwdin charge.
Geometry (Å):
C 0.819 -2.169 2.314  -0.068
C 1.157 -1.137 1.247  -0.308
C 0.418 0.172 1.518  -0.459
S 0.869 1.500 0.384  1.157
H 1.429 -3.060 2.197  0.099
H -0.239 -2.419 2.319  0.091
H 1.101 -1.795 3.301  0.098
H 2.233 -0.960 1.183  0.126
H 0.873 -1.500 0.253  0.091
H 0.660 0.560 2.524  0.136
H -0.671 0.079 1.488  0.103
H -0.265 2.222 0.542  -0.015
C -2.539 0.264 -1.909  0.045
C -0.114 0.183 -2.214  0.100
N -1.191 -0.374 -1.849  0.021
H -2.815 0.509 -0.882  0.111
H -3.255 -0.502 -2.204  0.122
H -2.462 1.108 -2.584  0.114
H -0.142 1.123 -2.760  0.136
H 0.875 -0.241 -2.066  0.121
H -1.186 -1.272 -1.365  0.181

=====

## B
Computed, not measured: 2 unconnected molecules or ions with the total composition C5H14NS, with ωB97M-V/def2-TZVPD.

Computed properties:
- charge = +2
- HOMO-LUMO gap (alpha / beta) (Eh) = 0.1570 / 0.1544
- 2S+1 = 2

Each line ends with the Löwdin charge.
Geometry (Å):
C -0.864 1.056 1.793  0.056
C -1.446 0.018 0.739  -0.260
C -1.209 0.728 -0.720  -0.130
C -1.242 -0.117 -1.971  -0.053
S 1.950 0.131 -0.171  1.018
C 3.620 -0.577 -0.354  -0.332
N -0.802 -1.272 0.780  0.273
H -0.794 0.515 2.738  0.113
H -1.529 1.893 2.013  0.130
H 0.119 1.246 1.384  0.036
H -2.520 -0.177 0.797  0.167
H -2.003 1.472 -0.834  0.153
H -0.171 1.107 -0.668  0.031
H -1.978 -0.931 -2.007  0.121
H -1.419 0.542 -2.830  0.133
H 3.433 -1.650 -0.468  0.072
H 4.136 -0.375 0.595  0.088
H 4.169 -0.099 -1.174  0.070
H -0.279 -0.618 -2.155  0.079
H 0.171 -1.077 1.047  0.054
H -1.343 -1.814 1.466  0.178

=====

Stability ranking, top and bottom: A is the most stable and B is the least stable.

=====

## A
Computed, not measured: a single CHClINO molecule, with ωB97M-V/def2-TZVPD.

Computed properties:
- charge = 0
- HOMO-LUMO gap (alpha / beta) (Eh) = 0.2280 / 0.2291
- SMILES = ClO/C=N/I

Each line ends with the Löwdin charge.
Geometry (Å):
Cl -2.043 -0.539 -2.970  0.486
O -0.889 -0.254 -1.403  -0.390
C 0.213 0.196 -0.838  -0.502
N 1.415 0.580 -1.089  -0.535
I 2.886 0.868 0.199  0.783
H -0.003 0.199 0.314  0.158

=====

## B
Computed, not measured: 2 unconnected molecules or ions with the total composition CHClINO, with ωB97M-V/def2-TZVPD.

Computed properties:
- charge = 0
- HOMO-LUMO gap (Eh) = 0.3545
- SMILES = [O-][N+]#CCl.I

Each line ends with the Löwdin charge.
Geometry (Å):
O -2.916 -0.110 0.209  0.049
N -2.096 0.129 -0.613  -0.198
C -1.429 0.725 -1.352  -0.555
Cl -0.253 0.473 -2.476  0.705
I 2.627 -0.282 1.818  0.287
H 4.067 -0.935 2.413  -0.288

=====

Stability ranking, top and bottom: B is the most stable and A is the least stable.

=====

## A
Computed, not measured: 2 unconnected molecules or ions with the total composition C5H14N4O, with ωB97M-V/def2-TZVPD.

Computed properties:
- charge = 0
- HOMO-LUMO gap (Eh) = 0.3535
- SMILES = [H]/N=C(/C)NN.[H]/N=C(\C)OC

Each line ends with the Löwdin charge.
Geometry (Å):
H -2.123 -1.340 -1.158  0.039
N -1.733 -1.962 -0.452  0.101
C -0.482 -1.844 -0.285  -0.549
C 0.225 -2.713 0.705  -0.042
N 0.305 -0.958 -0.957  -0.060
N 1.682 -0.850 -0.726  0.031
H -0.501 -3.348 1.202  0.075
H 0.964 -3.324 0.192  0.076
H 0.751 -2.097 1.432  0.066
H -0.152 -0.320 -1.604  0.129
H 1.898 0.031 -0.254  0.044
H 2.197 -0.901 -1.602  0.087
H 1.238 1.008 1.846  0.073
N 1.014 1.430 0.948  0.119
C -0.212 1.376 0.638  -0.529
C -1.336 0.778 1.435  0.002
O -0.651 1.923 -0.504  -0.090
C 0.277 2.654 -1.290  -0.068
H -0.967 0.024 2.120  0.081
H -1.824 1.572 2.009  0.092
H -2.077 0.334 0.775  0.069
H -0.250 3.522 -1.676  0.089
H 1.124 2.961 -0.674  0.079
H 0.635 2.046 -2.120  0.084

=====

## B
Computed, not measured: a molecular structure, C5H14N4O, with ωB97M-V/def2-TZVPD.

Computed properties:
- charge = 0
- HOMO-LUMO gap (alpha / beta) (Eh) = 0.2970 / 0.2970

Each line ends with the Löwdin charge.
Geometry (Å):
C 1.828 0.143 1.629  -0.078
C -0.963 1.457 1.401  -0.031
N 1.203 0.363 0.339  0.007
C -0.246 1.203 0.089  -0.560
O -0.080 2.112 -0.733  -0.056
H 1.845 0.762 -0.345  0.139
H 2.780 -0.378 1.505  0.083
H 2.003 1.088 2.153  0.095
H 1.178 -0.482 2.242  0.082
H -0.914 0.606 2.079  0.064
H -2.006 1.678 1.181  0.087
H -0.516 2.331 1.876  0.084
C 1.047 -1.660 -1.293  -0.105
C -0.893 -0.298 -0.692  -0.580
N -1.053 -0.062 -2.103  0.088
N -2.151 -0.722 -0.112  0.089
N 0.216 -1.042 -0.284  0.049
H -0.510 0.762 -2.358  0.069
H -2.024 0.175 -2.272  0.080
H -2.424 -1.610 -0.528  0.076
H -2.047 -0.887 0.881  0.063
H 0.449 -2.462 -1.738  0.095
H 1.928 -2.089 -0.816  0.077
H 1.351 -0.988 -2.101  0.080

=====

Stability ranking, top and bottom: A is the most stable and B is the least stable.

=====

## A
Computed, not measured: a molecular structure, C3H2LiO3Sn, with ωB97M-V/def2-TZVPD.

Computed properties:
- charge = 0
- HOMO-LUMO gap (alpha / beta) (Eh) = 0.1868 / 0.1976
- 2S+1 = 2

Each line ends with the Löwdin charge.
Geometry (Å):
O 2.381 1.047 0.901  -0.057
C 2.614 0.719 -0.173  -0.350
O -0.798 1.038 -1.049  -0.270
C -1.487 0.652 -0.104  -0.364
C -1.199 -0.702 0.583  -0.372
O -0.270 -1.416 0.200  -0.317
Sn 0.594 -0.245 -1.011  1.063
H -2.337 1.189 0.318  0.096
H -1.895 -0.951 1.383  0.093
Li 2.396 -1.331 -1.049  0.478

=====

## B
Computed, not measured: a molecular structure, C3H2LiO3Sn, with ωB97M-V/def2-TZVPD.

Computed properties:
- charge = 0
- HOMO-LUMO gap (alpha / beta) (Eh) = 0.2133 / 0.2379
- 2S+1 = 2

Each line ends with the Löwdin charge.
Geometry (Å):
O 0.015 1.942 -1.303  -0.111
O -0.034 -0.578 -0.433  -0.226
C -0.096 -1.877 -0.136  -0.886
C -0.167 0.415 0.614  -0.178
O -0.335 -2.227 1.034  -0.189
C 0.044 1.687 0.050  -0.392
Sn 0.178 -3.016 -1.809  0.971
H 1.149 1.848 -0.918  0.230
H -0.266 2.560 0.655  0.091
Li -0.488 -0.754 2.245  0.691

=====

Stability ranking, top and bottom: B is the most stable and A is the least stable.

=====

## A
Computed, not measured: 2 unconnected molecules or ions with the total composition C5H14N2O, with ωB97M-V/def2-TZVPD.

Computed properties:
- charge = +2
- HOMO-LUMO gap (Eh) = 0.3684

Each line ends with the Löwdin charge.
Geometry (Å):
C -1.876 -0.458 0.112  -0.121
C -0.618 -0.515 -0.743  -0.151
C 0.135 0.772 -0.909  -0.030
C 1.422 0.848 -1.184  -0.056
N 2.102 2.118 -1.338  0.070
C 2.939 2.342 -2.264  0.217
N -1.959 -1.596 1.087  0.195
H -2.095 0.491 0.585  0.138
H -2.752 -0.611 -0.522  0.142
H 0.067 -1.279 -0.387  0.128
H -0.810 -0.997 -1.687  0.136
H -0.485 1.657 -0.783  0.137
H 2.086 0.003 -1.279  0.146
H 1.826 2.827 -0.659  0.192
H 3.474 3.284 -2.345  0.141
H 3.096 1.608 -3.044  0.139
H -1.142 -1.653 1.719  0.113
H -2.812 -1.648 1.646  0.184
H -1.932 -2.462 0.555  0.174
H -0.761 -2.043 4.145  0.074
H 0.389 -1.082 3.872  0.078
O -0.295 -1.604 3.423  -0.046

=====

## B
Computed, not measured: a gas-phase ion, C5H14N2O (charge +2), with ωB97M-V/def2-TZVPD.

Computed properties:
- charge = +2
- HOMO-LUMO gap (Eh) = 0.4104
- SMILES = C=C([NH3+])C[C@@H]([NH3+])CO

Each line ends with the Löwdin charge.
Geometry (Å):
C -0.274 2.271 0.428  0.151
C 0.736 1.522 0.033  -0.339
N 1.775 2.088 -0.839  0.228
C 0.966 0.079 0.250  -0.089
C -0.225 -0.856 -0.228  -0.228
N 0.074 -2.317 -0.242  0.203
C -1.584 -0.761 0.661  -0.213
O -2.462 -1.647 0.077  -0.094
H -1.126 1.906 1.095  0.120
H -0.505 3.271 0.195  0.088
H 1.279 2.254 -1.743  0.206
H 2.583 1.489 -1.104  0.182
H 2.269 2.908 -0.406  0.213
H 1.876 -0.260 -0.401  0.149
H 1.239 0.077 1.387  0.182
H -0.582 -0.644 -1.245  0.165
H 0.759 -2.728 0.523  0.248
H -0.767 -2.883 -0.149  0.149
H 0.388 -2.485 -1.196  0.176
H -1.414 -1.137 1.747  0.168
H -2.137 0.275 0.540  0.153
H -2.868 -2.423 0.615  0.182

=====

Stability ranking, top and bottom: A is the most stable and B is the least stable.